1.
# C7H11NO2S

The molecule C7H11NO2S in a non-equilibrium geometry (wB97M-V/def2-TZVPD, OMol25).

The geometry in XYZ format:
```
22
Properties=species:S:1:pos:R:3:forces:R:3:lowdin_charge:R:1
C 2.785 -1.099 -1.338 1.520 1.540 2.914 -0.059
C 1.886 0.196 -1.404 -0.352 -3.633 0.607 -0.146
O 0.604 -0.055 -0.741 0.221 0.222 0.784 -0.075
C -0.032 0.917 -0.068 0.896 1.212 -0.550 -0.437
O 0.380 2.053 0.010 -0.211 -0.922 0.115 0.131
C -1.391 0.488 0.523 2.088 -1.358 2.472 -0.439
C -1.863 1.575 1.487 0.516 0.684 2.608 -0.045
C -2.299 0.392 -0.537 -1.123 -0.586 -1.242 -0.234
N -3.055 0.306 -1.388 -0.529 0.018 -0.607 0.211
C -1.210 -0.969 1.278 -1.734 0.268 1.416 -0.497
S -0.874 -2.416 0.306 0.031 -0.357 -0.634 0.749
H 2.432 -1.835 -2.027 0.004 -0.693 -0.122 0.052
H 3.882 -0.804 -1.526 -1.751 -0.350 -0.367 0.094
H 2.928 -1.483 -0.214 -0.926 0.563 -2.443 0.120
H 1.555 0.320 -2.377 -0.026 0.645 -2.095 0.106
H 2.428 0.988 -1.047 0.704 2.197 1.140 0.088
H -1.910 2.584 1.002 -0.562 -1.133 0.223 0.103
H -2.807 1.231 2.065 1.401 0.845 -1.301 0.122
H -1.052 1.776 2.298 -1.263 -0.693 -1.284 0.119
H -0.431 -0.975 2.076 -0.595 0.830 -0.573 0.082
H -2.198 -1.307 1.815 1.631 1.250 -0.944 0.107
H 0.243 -1.881 -0.194 0.058 -0.548 -0.117 -0.154
```
Forces are in eV/Å.

As for the SMILES: CCOC(=O)[C@@](C)(C#N)CS. The HOMO energy is -9.243 eV. The LUMO energy is 0.608 eV. For the total energy, the calculation gives -23856.1453 eV. The calculation puts the relative energy (zero: lowest compared OMol25 entry of this formula, charge and spin) at 74.5 kJ/mol.

2.
# C7H11NO2V

A structure of composition C7H11NO2V in a non-equilibrium geometry (wB97M-V/def2-TZVPD, OMol25).

The geometry in XYZ format:
```
22
Properties=species:S:1:pos:R:3:forces:R:3:mulliken_spin:R:1
V -1.857 0.733 -0.312 0.090 -2.321 0.505 3.047
O -0.385 -2.888 0.486 0.962 -0.925 0.812 0.000
C 0.340 -2.156 -0.427 0.075 1.764 -0.962 -0.012
C 0.853 -0.769 0.126 0.721 -3.117 -0.433 0.027
C 2.107 -0.963 0.753 -0.589 2.102 0.684 0.000
C 2.583 0.144 1.404 1.502 0.262 0.275 0.017
C 1.919 1.381 1.314 1.548 -0.745 1.467 0.009
C 0.750 1.450 0.676 -2.005 0.857 -1.398 -0.043
N 0.196 0.387 0.038 0.566 -0.624 0.763 0.003
H -1.198 -2.422 0.622 -1.349 0.673 -0.073 0.006
H -0.295 -1.889 -1.287 0.474 -0.475 -0.173 0.001
H 1.244 -2.755 -0.673 -0.695 0.499 -0.180 0.001
H 2.694 -1.865 0.871 -0.660 -0.309 -0.501 0.000
H 3.548 0.040 1.954 -0.910 0.403 -0.359 0.001
H 2.303 2.200 1.882 0.123 0.540 0.001 0.001
H 0.144 2.384 0.599 0.731 -0.700 0.149 -0.014
O -2.374 -1.181 -0.357 -0.136 0.461 -0.247 0.000
H -3.292 2.428 -1.077 -0.100 -0.222 -0.010 0.001
H -2.575 -1.792 -1.084 0.036 0.538 0.452 0.008
C -2.302 2.216 -1.556 -0.633 1.729 1.477 -0.078
H -1.839 3.203 -1.393 0.333 -0.190 -0.285 0.014
H -2.562 2.117 -2.559 -0.085 -0.202 -1.965 0.011
```
Forces are in eV/Å.

The multiplicity is 4. The HOMO energy (spin up / spin down) is -7.300 / -9.125 eV. The LUMO energy (spin up / spin down) is 0.122 / 0.003 eV. For the total energy, the calculation gives -38707.8330 eV. The calculation puts the relative energy (zero: lowest compared OMol25 entry of this formula, charge and spin) at 21.5 kJ/mol.

3.
# C7H11NO3

The molecule C7H11NO3 in a non-equilibrium geometry (wB97M-V/def2-TZVPD, OMol25).

The geometry in XYZ format:
```
22
Properties=species:S:1:pos:R:3:forces:R:3:lowdin_charge:R:1
C -0.026 1.399 1.139 -2.497 0.101 -3.108 -0.044
C 0.091 -0.059 0.894 -0.540 -2.195 1.625 -0.342
C 1.568 -0.485 1.160 -0.338 -2.843 1.244 -0.126
C 1.836 -1.619 0.045 2.567 2.707 1.077 -0.126
C 1.181 -0.882 -1.122 -2.537 -2.897 0.331 -0.094
N -0.093 -0.454 -0.488 1.134 -0.278 0.392 -0.021
C -1.063 -0.141 -1.298 -2.133 0.857 -1.266 -0.484
O -1.074 -0.160 -2.502 0.127 -0.049 0.301 0.133
O -2.313 0.134 -0.614 2.554 -1.703 0.113 0.073
C -3.028 1.198 -0.854 -3.357 -0.055 0.736 -0.407
O -2.726 2.294 -1.191 0.582 0.116 -0.321 0.112
H 0.160 1.560 2.112 0.488 0.810 3.621 0.045
H -1.068 1.715 0.880 0.996 0.197 0.355 0.093
H 0.692 1.970 0.569 0.127 0.113 -0.416 0.098
H -0.709 -0.705 1.565 2.072 1.690 -1.430 0.200
H 1.603 -1.050 2.168 0.292 1.451 -1.285 0.131
H 2.275 0.387 1.116 -0.639 -0.991 0.009 0.123
H 2.951 -1.862 0.026 -1.282 0.805 -0.584 0.126
H 1.447 -2.561 0.364 -1.139 -0.408 -0.206 0.093
H 1.571 0.023 -1.465 1.726 1.024 -0.743 0.116
H 0.809 -1.526 -1.940 0.891 0.378 0.049 0.136
H -4.083 0.824 -0.563 0.907 1.170 -0.495 0.167
```
Forces are in eV/Å.

As for the SMILES: C[C@@H]1CCCN1C(=O)OC=O. The HOMO energy is -9.892 eV. The LUMO energy is 0.756 eV. For the total energy, the calculation gives -15069.1196 eV. The calculation puts the relative energy (zero: lowest compared OMol25 entry of this formula, charge and spin) at 147.0 kJ/mol.

4.
# C7H11NO3

The molecule C7H11NO3 in a non-equilibrium geometry (wB97M-V/def2-TZVPD, OMol25).

The geometry in XYZ format:
```
22
Properties=species:S:1:pos:R:3:forces:R:3:lowdin_charge:R:1
C -0.554 -0.570 -0.005 2.816 4.353 0.548 -0.033
C 1.654 -1.178 0.027 0.773 -0.426 -0.174 -0.520
C -1.860 -0.440 0.012 -0.958 -2.215 0.936 -0.314
C 0.960 1.118 0.241 -4.070 -1.744 -1.627 -0.175
C -2.735 -1.715 -0.373 0.474 2.672 -1.913 -0.036
C -2.666 0.776 0.451 1.433 0.900 0.018 -0.069
C 3.319 0.602 0.152 0.454 0.548 0.072 -0.008
N 1.921 0.159 0.056 1.452 1.299 0.618 -0.060
O 2.535 -1.975 0.137 -0.066 -0.985 -0.081 0.134
O 0.375 -1.537 -0.235 -1.066 -0.363 0.029 0.100
O 0.933 2.132 -0.694 0.251 -0.417 0.690 0.032
H 0.604 1.463 1.189 0.409 0.137 0.602 0.124
H -2.898 -1.344 -1.424 -0.437 -1.233 0.543 0.096
H -2.186 -2.608 -0.387 1.300 -1.032 -0.263 0.041
H -3.683 -2.040 0.035 -0.332 1.039 0.740 0.065
H -3.221 0.400 1.326 0.007 0.695 -0.229 0.078
H -2.041 1.747 0.697 -1.112 -2.178 -0.384 0.111
H -3.362 1.044 -0.355 -0.039 -0.030 0.299 0.070
H 3.591 1.195 1.025 -0.819 0.356 0.044 0.105
H 4.008 -0.177 0.230 0.442 -2.049 0.285 0.064
H 3.747 1.074 -0.727 -0.761 0.628 -0.401 0.093
H 1.557 1.875 -1.380 -0.152 0.044 -0.353 0.101
```
Forces are in eV/Å.

The HOMO energy is -8.439 eV. The LUMO energy is 0.615 eV. For the total energy, the calculation gives -15066.0990 eV. The calculation puts the relative energy (zero: lowest compared OMol25 entry of this formula, charge and spin) at 438.4 kJ/mol.